Entry 1:
A single C5H9N molecule at a distorted geometry. Source: the OMol25 dataset; level of theory: ωB97M-V/def2-TZVPD.

The geometry in XYZ format:
```
15
Properties=species:S:1:pos:R:3:forces:R:3:nbo_charge:R:1
C -1.069720 0.743616 0.949737 0.103 -0.134 -0.175 -0.5057
C -1.361050 0.816768 -0.499561 0.377 0.068 -0.540 -0.3049
C -0.284398 -0.518874 0.793301 0.078 -0.258 0.422 -0.1334
N 0.764364 -0.464214 -0.095995 -0.163 -0.137 0.222 -0.3191
C 1.968348 -0.706977 0.401401 0.227 -0.136 0.060 -0.2931
C 0.404870 -0.093465 -1.393321 -0.390 -0.159 0.228 -0.2568
H -0.550783 1.602495 1.396600 0.199 -0.201 -0.196 0.2026
H -1.934281 0.543740 1.595310 -0.006 -0.004 -0.478 0.2372
H -2.273682 0.273028 -0.760508 0.596 0.136 -0.360 0.2081
H -1.094282 1.671500 -1.091520 -0.505 0.448 0.012 0.2086
H -0.486712 -1.447993 1.299898 0.323 0.060 0.338 0.2064
H 2.116374 -0.473355 1.444419 0.086 -0.074 -0.108 0.1922
H 2.773738 -1.092681 -0.209475 -0.165 -0.028 -0.070 0.1820
H -0.226128 -0.820058 -1.887917 -0.018 -0.141 0.097 0.1889
H 1.284516 0.159774 -2.036853 -0.742 0.561 0.549 0.1869
```
Forces are in eV/Å.

As for the HOMO energy (spin up / spin down): -6.75 / -6.75 eV. The value obtained for the electronic energy is -6815.375 eV. The energy above the lowest of the compared OMol25 structures with the same formula, charge and spin is 129.6 kcal per mole. The HOMO-LUMO gap (spin up / spin down) is 7.535 / 7.536 eV.

=====

Entry 2:
2 unconnected molecules or ions with the total composition H3OS2 at a distorted geometry. Source: the OMol25 dataset; level of theory: ωB97M-V/def2-TZVPD.

The geometry in XYZ format:
```
6
Properties=species:S:1:pos:R:3:forces:R:3:lowdin_spin:R:1
O 1.183369 -2.174695 -0.156823 -0.827 0.609 0.922 0.0033
H 0.892894 -2.284805 0.766390 0.505 -0.569 -0.276 0.0000
S -0.864857 0.546548 0.457515 -0.790 1.689 -0.471 0.6999
S -1.534022 2.408473 -0.146375 0.544 -1.836 0.647 0.2855
H 0.687238 -1.354795 -0.314874 0.401 -0.070 -0.676 0.0050
H -0.364621 2.859274 -0.605833 0.167 0.178 -0.146 0.0064
```
Forces are in eV/Å.

Its spin multiplicity is 2. As for the HOMO energy (spin up / spin down): -9.67 / -9.82 eV. The value obtained for the electronic energy is -23765.676 eV. The energy above the lowest of the compared OMol25 structures with the same formula, charge and spin is 3.6 kcal per mole. The HOMO-LUMO gap (spin up / spin down) is 9.601 / 7.371 eV.

=====

Entry 3:
A molecular structure, C3H7N3 at a distorted geometry. Source: the OMol25 dataset; level of theory: ωB97M-V/def2-TZVPD.

The geometry in XYZ format:
```
13
Properties=species:S:1:pos:R:3:forces:R:3:nbo_charge:R:1
N -0.747398 -0.687603 0.487521 1.290 1.390 0.565 -0.6633
C -1.128142 -0.166610 -0.686450 1.072 -0.317 -1.839 0.5576
N -0.069378 0.790913 -0.887769 0.412 0.961 -1.399 -0.8016
C 0.475125 0.268004 0.936960 -0.707 -2.562 1.740 0.0696
C 1.793885 -0.008279 0.963063 -0.502 -0.110 -0.023 -0.5829
N -1.833782 -0.559652 -1.674525 -0.760 0.627 0.732 -0.7251
H -1.287450 -1.378822 0.987360 0.335 0.155 0.362 0.4000
H 0.530846 0.548261 -1.671456 -0.212 0.024 0.152 0.4038
H -0.026356 1.790309 -0.734196 -1.078 -0.185 -0.124 0.4118
H -2.459792 -1.312492 -1.395190 0.160 -0.175 -0.081 0.3346
H 0.069853 0.894488 1.724251 0.056 0.246 -0.090 0.1867
H 2.298076 -0.508955 0.146285 -0.067 -0.442 0.259 0.1944
H 2.384513 0.330436 1.804146 0.000 0.389 -0.254 0.2144
```
Forces are in eV/Å.

As for the HOMO energy: -7.82 eV. The value obtained for the electronic energy is -7691.251 eV. The energy above the lowest of the compared OMol25 structures with the same formula, charge and spin is 79.1 kcal per mole. The HOMO-LUMO gap is 8.678 eV.

=====

Entry 4:
A molecular structure, C29H66BBrNO7PSi2 at a distorted geometry. Source: the OMol25 dataset; level of theory: ωB97M-V/def2-TZVPD.

The geometry in XYZ format:
```
108
Properties=species:S:1:pos:R:3:forces:R:3:mulliken_charge:R:1
C -3.659410 -9.045967 -0.995635 0.450 0.041 0.021 -1.3193
C -2.223475 -9.541083 -1.184466 -0.078 0.358 0.414 -0.3101
C -1.336538 -9.150423 0.000858 -0.067 -0.507 -0.030 -0.6287
C 0.137617 -9.476388 -0.231250 -0.143 0.175 -0.400 -0.9647
C 0.829894 -8.619497 -1.307688 -0.492 -0.075 -0.088 -0.6194
C 0.455983 -7.133389 -1.284166 0.409 0.016 0.001 -0.4824
C 1.579850 -6.203769 -1.783999 -0.260 -0.163 0.505 -0.8332
C 1.637161 -4.854937 -1.038983 -0.064 0.489 -0.541 -0.0163
C 1.633591 -3.616280 -1.967156 0.588 -0.443 -0.010 -0.8812
C 2.609994 -2.504123 -1.544827 -0.258 0.525 0.119 -1.0904
Si 1.815417 -1.166049 -0.476582 0.298 -0.506 -0.790 0.0931
C 0.582585 -0.281174 -1.604372 0.286 0.601 0.038 -1.0562
C 0.798100 1.246666 -1.756113 -0.290 -0.053 -0.086 -0.4072
C -0.495581 2.071240 -1.773724 0.334 0.336 0.211 -0.5289
C -0.251011 3.528914 -1.308656 -0.649 -0.641 -0.562 -0.1713
C -1.196754 4.505519 -2.008798 0.116 0.295 0.734 -0.3990
C -0.835826 5.996725 -1.869665 0.167 0.017 -0.454 -0.5235
C 0.657930 6.352062 -1.881803 -0.144 0.345 -0.180 -1.1918
O 3.072116 -0.118628 -0.032675 -0.770 -0.122 0.507 -0.3530
Si 3.106585 0.634857 1.429547 1.114 0.578 -0.458 0.8676
Br 1.079678 1.364094 2.059412 0.021 -0.167 -0.012 -0.2602
C 4.228912 2.157132 1.237527 -0.771 0.317 0.064 -1.0904
N 3.614721 3.414167 1.727984 0.721 -0.139 0.193 -0.1674
C 3.939503 3.623345 3.143069 -0.263 -0.169 -0.200 -0.7862
P 3.947995 -0.732126 3.021666 -0.733 -0.650 0.734 0.0497
C 5.031821 -1.864726 2.073316 0.395 0.364 -0.104 -1.0823
O 5.097196 0.248545 3.730192 0.168 0.284 -0.419 -0.4471
B 0.854342 -2.070095 1.064053 -0.125 0.151 0.627 0.7590
C 1.417973 -3.197230 2.002421 -0.284 -0.295 -0.444 -1.0962
O -0.447230 -1.724988 1.303682 0.164 -0.114 0.163 -0.5827
H -4.180314 -9.636792 -0.244790 -0.143 -0.092 -0.051 0.3246
H -3.634176 -8.020492 -0.625418 -0.104 0.110 -0.097 0.3229
H -4.198644 -9.058017 -1.939357 -0.232 -0.092 0.046 0.3639
H -2.208372 -10.628283 -1.265247 0.030 -0.065 -0.267 0.3052
H -1.814172 -9.111823 -2.099586 0.041 -0.080 -0.117 0.3131
H -1.502640 -8.103351 0.250688 0.109 0.108 0.014 0.3072
H -1.668504 -9.734751 0.863548 -0.075 0.106 0.119 0.4461
H 0.168757 -10.510960 -0.581362 0.201 -0.143 0.227 0.3829
H 0.697223 -9.419698 0.702459 -0.022 0.048 0.091 0.3231
H 0.560163 -9.028915 -2.283375 0.162 -0.013 -0.110 0.3007
H 1.907448 -8.739817 -1.202200 0.093 0.017 -0.019 0.4256
H -0.434468 -6.969284 -1.892441 -0.176 0.026 0.117 0.2115
H 0.196516 -6.848283 -0.263751 0.052 0.041 0.085 0.3409
H 1.489087 -6.044658 -2.857256 0.010 -0.009 -0.093 0.4113
H 2.523790 -6.722104 -1.614679 0.119 0.014 -0.144 0.2757
H 2.562136 -4.820208 -0.465713 -0.060 -0.038 0.247 0.1790
H 0.796938 -4.765443 -0.352303 0.057 -0.137 0.211 0.0438
H 0.618834 -3.229264 -2.078113 -0.084 0.014 -0.085 0.2130
H 1.951116 -3.968583 -2.949458 -0.138 0.082 -0.141 0.5380
H 3.506662 -2.901865 -1.067238 0.029 -0.165 -0.017 0.4674
H 2.940676 -1.972722 -2.442413 0.139 0.039 -0.010 0.4561
H 0.677754 -0.722435 -2.597788 -0.099 -0.243 0.013 0.5295
H -0.446973 -0.466880 -1.291212 -0.060 -0.084 0.058 0.5794
H 1.323734 1.417738 -2.696893 0.153 0.118 0.033 0.2858
H 1.438174 1.663263 -0.979232 0.071 -0.142 0.160 -0.2516
H -1.228169 1.607078 -1.110445 -0.147 -0.066 -0.081 0.4133
H -0.912200 2.092242 -2.780725 -0.150 -0.175 -0.028 0.2618
H 0.796316 3.754688 -1.489797 0.093 0.238 0.150 0.3776
H -0.478001 3.557137 -0.242547 0.508 0.216 0.197 -0.0789
H -1.355581 4.246218 -3.054088 0.251 -0.067 -0.098 0.5275
H -2.166023 4.369390 -1.531840 -0.196 -0.063 -0.207 -0.2395
H -1.304679 6.431102 -0.987017 0.087 -0.044 0.158 0.2811
H -1.280625 6.514748 -2.721246 -0.244 -0.026 0.035 0.4587
H 1.030722 6.561289 -0.885449 0.125 -0.273 0.087 0.1176
H 0.795261 7.276604 -2.444394 0.063 0.060 0.014 0.3676
H 1.277467 5.603448 -2.371019 0.001 -0.134 -0.009 0.4153
H 4.364165 2.273092 0.161530 0.122 -0.174 -0.086 0.4486
H 5.197657 1.969324 1.710838 0.136 -0.116 -0.095 0.5140
H 4.098915 4.151996 1.230305 -0.305 0.185 -0.138 0.2438
H 3.321163 4.422812 3.544476 0.091 0.144 0.067 0.1652
H 4.998726 3.847344 3.297750 0.069 0.027 0.126 0.3891
H 3.711874 2.719596 3.708354 -0.082 -0.057 0.015 0.2131
H 5.986927 -1.864715 2.600218 0.007 -0.015 0.083 0.4097
H 5.229286 -1.550845 1.050720 -0.087 -0.136 -0.123 0.2813
H 4.640408 -2.875608 2.112757 -0.148 -0.067 -0.142 0.3116
H 4.772530 0.523201 4.587218 0.007 0.002 0.292 0.3445
H 0.662797 -3.986076 2.078446 -0.029 -0.033 0.055 0.3396
H 1.561276 -2.823994 3.016698 0.169 0.127 0.033 0.4722
H 2.324934 -3.660731 1.622477 0.203 0.021 0.183 0.1824
H -0.670243 -0.897507 0.874509 -0.287 0.137 -0.251 0.2422
O 0.341121 8.089561 0.812097 -0.049 0.292 0.044 -0.5264
C 0.336455 7.478343 1.843391 -0.116 -0.126 0.022 0.8187
O 0.367900 6.133369 1.775132 0.096 -0.031 -0.093 -0.2037
C 0.576918 5.289146 2.907925 -0.023 -0.198 0.140 0.3405
C -0.719784 4.952162 3.613358 -0.070 0.126 -0.036 -1.2016
C 0.223507 8.152902 3.189949 0.309 0.029 0.048 -1.3333
H 1.311037 5.728698 3.586122 -0.048 0.052 0.005 0.2954
H 1.026550 4.386431 2.497042 0.040 0.008 -0.072 -0.2430
H -1.198293 5.841598 4.025422 0.028 -0.001 0.047 0.3557
H -0.535890 4.252033 4.428873 0.013 -0.020 -0.011 0.3736
H -1.418174 4.495848 2.911493 0.027 -0.048 -0.006 0.2762
H -0.831639 8.260016 3.438918 -0.017 -0.029 0.018 0.2959
H 0.664438 9.142528 3.108274 -0.097 0.041 -0.077 0.3615
H 0.728739 7.623597 3.994662 -0.118 -0.055 0.004 0.3369
O -4.056469 4.204892 -3.115435 -0.070 -0.035 -0.167 -0.5272
C -4.948966 4.080372 -2.327487 -0.185 0.089 -0.073 0.8723
O -5.194697 2.853090 -1.819237 0.162 -0.083 0.079 -0.3628
C -6.086727 2.631204 -0.725175 -0.152 -0.040 0.065 -0.3861
C -7.518680 2.452928 -1.184937 0.002 0.060 -0.106 -0.9810
C -5.846868 5.234447 -1.945052 0.171 0.089 0.262 -1.1632
H -5.990252 3.423168 0.018808 -0.006 0.023 -0.028 0.3303
H -5.729198 1.714938 -0.258008 0.048 -0.009 -0.040 0.3391
H -7.900757 3.353470 -1.665859 -0.010 0.024 0.052 0.2728
H -8.162445 2.217344 -0.337095 0.006 -0.010 0.010 0.3600
H -7.581295 1.640340 -1.908198 0.007 -0.034 0.030 0.2974
H -6.682545 5.272445 -2.642919 -0.028 -0.018 0.006 0.3018
H -5.271127 6.151020 -2.040581 0.009 -0.016 -0.129 0.3124
H -6.231645 5.183506 -0.929249 -0.095 -0.056 -0.058 0.3529
```
Forces are in eV/Å.

As for the HOMO energy: -8.25 eV. The value obtained for the electronic energy is -142734.820 eV. The HOMO-LUMO gap is 8.629 eV.

=====

Which value of electronic energy does entry 1 give?
-6815.375 eV

=====

The lowest electronic energy belongs to which entry?
C29H66BBrNO7PSi2

=====

Which formula does entry 2 have?
H3OS2